Record 1
ORCA calculation (ωB97M-V/def2-TZVPD) on 7 unconnected molecules or ions with the total composition C36H84N9O7P in a non-equilibrium geometry.

Summary:
SMILES: CN(C)P(=O)(N(C)C)N(C)C.CC1(C)CCCC(C)(C)N1O.CC1(C)CCCC(C)(C)N1O.CN(C)C=O.CN(C)C=O.CN(C)C=O.CN(C)C=O
HOMO energy: -8.129 eV
Total charge: 0
Frontier orbital gap: 8.66 eV

Structure (XYZ):
```
137
Properties=species:S:1:pos:R:3:mulliken_charge:R:1
H -5.026 6.418 -0.175 0.436
H 1.560 2.472 -5.527 0.533
H 4.014 -6.874 -1.239 0.342
H 0.948 -3.925 1.622 0.882
H 3.975 1.851 -5.716 0.350
C 3.195 1.115 -5.505 -0.905
C 0.995 -1.300 -0.901 0.662
H 1.151 -2.206 2.186 0.321
C -3.078 6.178 2.689 -1.753
H -2.786 -0.844 1.769 -0.060
O 3.199 2.033 -1.340 -0.635
H -2.305 2.028 1.404 -0.203
H 3.141 -0.754 -4.449 0.187
H 5.762 1.963 -2.335 0.370
H 1.770 -4.665 3.851 0.382
C 0.379 0.361 0.725 -0.492
C -4.516 6.740 0.739 -2.239
H -3.241 1.963 3.595 0.118
N -1.628 -3.204 5.591 0.313
H 2.855 4.265 -2.642 0.386
C -2.187 -0.529 -5.684 -0.752
N 3.499 -4.990 -1.939 0.160
O 1.902 -5.553 -0.402 -0.665
H -3.367 -4.316 5.492 0.315
N 4.138 -2.295 2.406 0.371
O -5.682 4.786 2.505 -0.496
H -2.055 5.804 2.781 0.299
O 0.758 -2.090 -1.796 -0.988
N 0.039 -3.437 3.520 0.401
C 5.453 1.537 -3.293 -1.855
H -1.791 0.181 -6.422 0.324
C -1.078 -0.006 -1.248 -1.272
H -6.045 2.260 2.348 0.419
C -2.280 -4.484 5.480 -1.097
C -2.816 -3.531 2.438 -1.209
C 2.277 -4.894 -1.356 0.363
P -1.048 -2.368 4.214 0.461
H -1.259 4.134 1.572 0.399
H 3.995 -4.490 -3.946 0.408
N -3.325 0.066 -5.048 0.179
H -3.021 5.116 -0.664 0.396
C -5.214 2.104 1.659 -1.972
H 5.165 -2.132 4.235 0.307
C 4.334 -0.503 -2.228 -1.852
H -0.057 -0.205 1.553 -0.129
H 4.343 -3.660 4.016 0.283
H 2.863 -3.410 -3.084 0.169
N -2.262 -2.346 3.078 0.463
H 3.873 3.771 -3.930 0.319
H 1.720 -4.029 -1.729 0.183
H 1.260 0.923 -4.710 0.094
O 3.270 -0.375 1.516 -0.459
H 3.386 -1.040 -2.149 -0.073
H 0.157 3.122 -3.354 0.502
O -4.933 -1.024 -6.238 -0.575
C -1.929 3.937 0.732 0.006
H 0.871 2.823 -1.780 0.531
H 4.500 -0.155 -1.201 0.455
H -1.936 6.030 0.264 0.442
N 3.046 1.515 -2.631 1.267
H 5.117 -1.189 -2.538 0.583
C 1.979 1.738 -4.834 -1.008
C -2.671 5.225 0.366 -1.740
H 3.039 -3.901 1.656 0.232
H -5.315 7.097 1.395 0.513
H -4.899 1.066 1.603 0.191
H 5.120 -5.630 -0.675 0.236
C 3.788 -0.991 2.422 -0.093
H -1.241 3.653 -0.073 -0.258
H 0.491 -4.833 5.066 0.250
H -2.347 1.193 -3.562 -0.029
H 0.039 1.395 0.702 0.192
H -1.013 -0.193 -2.318 0.371
H -3.320 2.214 0.128 0.373
C 0.976 -4.138 4.385 -1.144
H -1.295 1.065 -1.211 0.123
H -1.402 -0.676 -4.936 0.143
H -3.889 7.567 0.408 0.446
H 2.784 1.395 -0.746 0.309
C 4.899 -2.881 3.491 -0.888
C -4.608 -0.207 -5.407 0.118
H 1.560 -3.377 4.927 0.384
C -1.919 -2.376 6.770 -0.944
C 3.804 0.113 -4.510 -1.253
H -1.184 -1.574 6.748 0.281
H -1.914 -0.538 -0.788 0.446
H 2.286 4.426 -4.347 0.388
C -3.545 2.969 3.315 -1.463
H -1.918 -5.066 4.641 0.329
H -2.880 -0.393 3.532 0.259
H 1.441 0.403 0.986 0.053
H 3.286 -2.669 0.503 -0.360
H 1.826 -1.337 -0.181 -0.011
H -2.085 -5.087 6.378 0.340
H 6.318 0.895 -3.499 0.466
H 4.096 -0.552 3.382 0.232
H 4.757 -0.276 -4.879 0.512
H 5.826 -3.304 3.100 0.332
C 0.515 -3.102 2.188 -1.444
H -4.135 -1.364 2.872 0.460
H -2.146 -4.380 2.535 0.399
C 2.822 3.805 -3.632 -1.771
H -3.019 -3.368 1.376 0.409
C 0.852 2.475 -2.817 -1.977
N -4.622 4.469 1.620 0.311
H -2.443 -1.460 -6.180 0.315
H -4.031 1.597 -3.802 0.291
C 3.767 -4.008 -2.997 -0.879
H 0.495 1.448 -2.706 -0.016
H 4.559 -3.369 -2.608 0.384
C 4.162 0.720 -3.120 1.670
H 5.109 -6.161 -2.396 0.397
H -5.346 0.425 -4.897 0.329
H 2.813 0.663 -6.421 0.492
C -3.116 1.306 -4.324 -0.655
H -3.148 7.258 2.787 0.422
O -0.540 -1.015 4.531 -1.000
C -2.917 2.820 0.946 -0.410
H -2.891 -1.875 6.667 0.275
N 0.157 -0.289 -0.565 0.952
H -4.250 3.304 4.085 0.369
H -0.368 -2.764 1.634 0.184
C -3.734 5.610 1.417 1.972
H 5.405 2.272 -4.090 0.317
H 4.640 -3.691 0.881 0.576
C 3.790 -3.175 1.329 -0.600
H -2.712 3.661 3.474 0.399
C -4.103 3.135 1.887 1.932
H -6.341 5.113 1.882 0.368
H -3.754 -3.805 2.930 0.276
H -1.917 -3.053 7.622 0.327
H -3.545 5.755 3.583 0.324
C 2.257 2.400 -3.477 1.563
H -2.950 2.219 -4.905 0.303
C -3.068 -1.153 2.775 -0.847
C 4.500 -5.938 -1.519 -0.970
H -5.665 2.424 0.711 0.528
```

=====

Record 2
ORCA calculation (ωB97M-V/def2-TZVPD) on a molecular structure, C22H15N12O2W.

Summary:
HOMO energy: -18.040 eV
Total charge: +3
Frontier orbital gap: 5.44 eV

Structure (XYZ):
```
52
Properties=species:S:1:pos:R:3:mulliken_charge:R:1
H 0.736 -0.474 3.075 0.490
H 5.477 -1.498 0.295 0.339
H -1.118 -1.340 1.940 0.456
N -0.641 -1.429 -0.704 0.227
H -3.746 -2.538 -2.764 0.531
N 4.420 2.190 -0.571 -0.508
C -3.222 -1.568 1.911 -0.728
H -1.208 3.799 1.685 0.486
C -0.176 2.238 -0.357 0.649
C -0.671 3.367 -0.976 -0.947
C 0.803 -1.874 -2.552 -0.041
N 5.159 1.156 -0.065 -0.347
C -0.457 3.544 -2.338 -0.619
H 1.325 0.739 -2.885 0.614
H -1.210 4.115 -0.413 0.508
H -5.345 -1.897 1.642 0.444
N 1.431 -2.094 1.306 0.079
H -0.148 1.042 4.799 0.520
C -0.275 1.968 1.085 1.185
C -4.281 -1.999 -0.195 -0.877
N 2.434 -1.183 1.399 -0.174
C 3.563 -1.802 0.964 0.463
C -0.765 2.530 3.356 -0.612
C -3.016 -1.916 -0.837 0.904
C -0.797 2.853 2.005 -0.955
H -1.436 -2.612 -3.767 0.557
N 4.585 -1.083 0.564 0.110
C 0.726 1.478 -2.372 -0.058
C -0.560 -1.846 -1.977 1.067
H -0.833 4.428 -2.836 0.502
N 3.011 0.634 -0.130 0.689
O 1.687 -1.243 -1.549 -0.716
H 0.471 2.700 -4.096 0.483
C -1.617 -2.278 -2.755 -1.114
C 0.259 2.588 -3.042 -0.919
C -2.875 -2.253 -2.187 -0.581
N 3.281 -3.144 0.795 -0.288
N 2.025 -3.282 0.890 -0.270
N 0.497 1.289 -1.054 0.579
C -0.202 1.323 3.757 -1.052
C 0.300 0.476 2.800 0.069
N 0.268 0.782 1.474 0.176
C 4.299 0.239 0.198 0.041
H -3.302 -1.516 2.990 0.486
N 3.192 1.898 -0.649 -0.223
W 1.261 -0.417 0.002 1.482
C -4.387 -1.812 1.149 -0.799
H -5.147 -2.249 -0.794 0.454
H -1.163 3.221 4.089 0.510
C -1.994 -1.435 1.322 -0.288
O 1.239 -2.252 -3.560 -0.328
C -1.859 -1.563 -0.072 0.347
```

=====

Listing molar mass for the structures above in their given order: 786.10; 663.28 g/mol.